[1]
Computed, not measured: C9H15NOS as an isolated structure at a distorted geometry, with the ωB97M-V functional and the def2-TZVPD basis.

Properties
Multiplicity: 1
HOMO energy in eV: -8.876
LUMO energy in eV: -1.095
Energy relative to the best compared isomer or geometry (same formula, charge and spin) in kcal per mole: 63.6
Calculated total energy in eV: -23945.39678
Total charge: 0
Strongest force on any atom in eV Å⁻¹: 4.58

Structure (XYZ):
```
27
Properties=species:S:1:pos:R:3:forces:R:3
C -2.765 0.888 -0.207 3.6 -2.3 0.8
C -1.605 -1.762 0.145 0.2 1.2 0.4
C 2.812 0.738 0.044 -2.2 -1.3 0.6
C 2.004 0.880 1.383 3.5 -0.2 1.0
C 2.001 1.053 -1.237 -1.0 0.3 0.0
C 0.833 0.035 1.387 -4.4 0.5 -1.1
C 0.761 0.199 -1.227 0.3 -1.3 1.5
C -0.062 0.357 0.100 -0.1 -0.7 0.5
C -3.055 -2.113 -0.221 -0.9 0.4 -1.7
N -1.331 -0.425 -0.019 -1.2 2.9 -0.1
O -0.793 -2.597 0.558 -1.0 0.9 -0.8
S -2.505 2.264 0.475 -0.8 -0.1 -0.3
H -3.422 0.385 -0.870 -0.8 -0.1 -0.2
H 3.590 1.397 0.013 2.7 1.2 0.4
H 3.107 -0.356 0.092 0.1 1.3 -0.7
H 2.619 0.556 2.313 -0.3 0.1 -1.7
H 1.848 1.882 1.699 -0.7 1.3 -0.4
H 1.727 2.090 -1.595 0.3 -0.3 1.8
H 2.476 0.810 -2.157 1.3 -0.9 -0.5
H 1.047 -1.024 1.315 0.0 -0.2 0.6
H 0.130 0.379 2.209 0.9 -1.2 -0.4
H 0.123 0.539 -2.007 -0.6 -0.4 -1.0
H 1.174 -0.897 -1.354 -1.5 1.8 0.2
H -0.472 1.419 0.284 1.3 -1.4 -0.7
H -3.335 -1.870 -1.350 0.9 -0.3 2.2
H -3.889 -1.634 0.403 1.4 -0.9 -0.6
H -3.017 -3.193 -0.177 -0.7 -0.3 0.3
```
Forces are in eV/Å.

Atomic partial charges in e from the natural (NBO) method, atoms 1 to 6: atom 1 (C): -0.137, atom 2 (C): 0.658, atom 3 (C): -0.400, atom 4 (C): -0.406, atom 5 (C): -0.417, atom 6 (C): -0.421

***

[2]
Computed, not measured: a 2-piece molecular cluster, C3H10NO overall at a distorted geometry, with the ωB97M-V functional and the def2-TZVPD basis.

Properties
Multiplicity: 1
HOMO energy in eV: -1.711
LUMO energy in eV: 3.063
Energy relative to the best compared isomer or geometry (same formula, charge and spin) in kcal per mole: 38.2
Calculated total energy in eV: -6809.11888
Total charge: -1
Strongest force on any atom in eV Å⁻¹: 1.64

Structure (XYZ):
```
15
Properties=species:S:1:pos:R:3:forces:R:3
C 0.058 3.800 -1.286 -0.1 0.0 -0.7
O 0.624 4.444 -0.267 0.2 0.1 0.1
H 0.728 3.233 -2.011 0.3 -0.2 0.4
H -0.463 4.438 -2.065 -0.3 0.2 0.3
H -0.712 3.039 -0.993 -0.1 -0.1 0.0
C 0.107 -1.915 -0.397 -0.9 0.2 1.4
N -0.692 -2.400 0.753 0.3 -0.1 -0.3
C -0.164 -3.660 1.291 -0.5 1.0 0.0
H -0.130 -2.512 -1.272 0.3 -0.2 -0.1
H 1.157 -1.922 -0.101 0.3 0.0 -0.6
H -0.231 -0.896 -0.567 0.3 0.1 -0.3
H -0.646 -1.672 1.463 -0.1 -0.3 -0.1
H 0.817 -3.533 1.761 0.2 -0.2 0.0
H -0.881 -4.009 2.036 0.2 -0.3 0.0
H -0.086 -4.362 0.463 0.0 -0.2 0.1
```
Forces are in eV/Å.

Atomic partial charges in e from the natural (NBO) method, atoms 1 to 6: atom 1 (C): -0.179, atom 2 (O): -0.968, atom 3 (H): 0.043, atom 4 (H): 0.049, atom 5 (H): 0.057, atom 6 (C): -0.421

***

[3]
Computed, not measured: H6NP3 as an isolated structure at a distorted geometry, with the ωB97M-V functional and the def2-TZVPD basis.

Properties
Multiplicity: 1
HOMO energy (spin up / spin down) in eV: -7.548 / -7.549
LUMO energy (spin up / spin down) in eV: -0.775 / -0.773
Energy relative to the best compared isomer or geometry (same formula, charge and spin) in kcal per mole: 40.5
Calculated total energy in eV: -29450.90038
Total charge: 0
Strongest force on any atom in eV Å⁻¹: 3.16

Structure (XYZ):
```
10
Properties=species:S:1:pos:R:3:forces:R:3
N -1.853 -1.555 1.301 1.2 1.0 -2.0
P -1.109 -0.499 0.016 0.9 -0.2 3.0
P 1.029 1.830 -0.769 0.8 -0.5 3.0
P 1.335 -0.220 -1.363 -0.1 -1.0 0.4
H -1.279 -1.604 2.130 -0.2 -0.3 0.0
H -2.325 -2.421 1.074 0.2 0.1 -0.1
H -0.413 0.137 1.183 -0.7 -0.1 -1.6
H 0.001 2.163 -1.522 -1.8 0.6 -1.8
H 2.012 2.463 -1.459 0.9 0.5 -0.9
H 2.604 -0.293 -0.591 -1.2 0.0 -0.2
```
Forces are in eV/Å.

Atomic partial charges in e from the natural (NBO) method, atoms 1 to 6: atom 1 (N): -1.099, atom 2 (P): 0.519, atom 3 (P): -0.011, atom 4 (P): -0.115, atom 5 (H): 0.383, atom 6 (H): 0.386

***

[4]
Computed, not measured: an isolated ion of composition C6H9N2O and charge +1 at a distorted geometry, with the ωB97M-V functional and the def2-TZVPD basis.

Properties
Multiplicity: 1
HOMO energy (spin up / spin down) in eV: -12.484 / -12.480
LUMO energy (spin up / spin down) in eV: -4.984 / -4.990
Energy relative to the best compared isomer or geometry (same formula, charge and spin) in kcal per mole: 103.9
Calculated total energy in eV: -11383.82591
Total charge: +1
Strongest force on any atom in eV Å⁻¹: 3.67

Structure (XYZ):
```
18
Properties=species:S:1:pos:R:3:forces:R:3
C -1.059 -1.657 0.726 0.4 0.5 2.1
C -0.306 -0.432 2.610 -1.0 0.7 0.8
C -0.973 0.980 -2.814 1.1 0.3 0.6
C 0.176 0.489 -2.467 1.8 0.0 1.5
C 0.327 -0.074 -0.074 2.1 1.7 -0.8
C 0.896 0.823 -1.171 0.5 -0.4 0.3
N -0.713 -1.378 1.959 -1.0 -1.4 -2.2
N 0.454 -0.118 3.589 3.5 -0.8 0.7
O -0.657 -0.834 -0.260 0.9 0.1 -0.6
H -1.692 -2.404 0.370 -1.0 -1.0 0.0
H -1.253 0.693 -3.753 -1.7 -0.5 -2.2
H -1.416 1.731 -2.232 -1.0 0.9 0.4
H 0.682 -0.280 -3.011 0.1 -0.3 -0.6
H 0.909 -0.205 0.827 0.0 0.0 0.1
H 2.045 0.666 -1.289 -1.9 -0.2 0.5
H 0.862 1.890 -0.834 -0.4 -0.7 -0.3
H 0.317 0.788 4.047 0.3 -0.6 -0.2
H 1.401 -0.678 3.780 -2.7 1.6 -0.2
```
Forces are in eV/Å.

Atomic partial charges in e from the natural (NBO) method, atoms 1 to 6: atom 1 (C): 0.209, atom 2 (C): 0.441, atom 3 (C): -0.339, atom 4 (C): -0.201, atom 5 (C): 0.390, atom 6 (C): -0.545

***

[5]
Computed, not measured: a 2-piece molecular cluster, C4H11NO2 overall at a distorted geometry, with the ωB97M-V functional and the def2-TZVPD basis.

Properties
Multiplicity: 1
HOMO energy in eV: -9.531
LUMO energy in eV: 0.544
Energy relative to the best compared isomer or geometry (same formula, charge and spin) in kcal per mole: 7.9
Calculated total energy in eV: -9911.89792
SMILES: CCCC(N)=O.O
Total charge: 0
Strongest force on any atom in eV Å⁻¹: 1.67

Structure (XYZ):
```
18
Properties=species:S:1:pos:R:3:forces:R:3
C -1.747 0.955 1.666 -0.1 1.7 -0.2
C -0.807 0.558 0.531 -0.5 -0.2 0.2
C 0.596 1.107 0.800 -0.3 -0.7 0.4
C 1.798 0.482 0.126 0.0 0.2 -1.3
N 1.599 -0.708 -0.510 -0.5 0.0 0.4
O 2.853 1.081 0.045 0.2 -0.1 0.5
H -2.803 1.055 1.415 -0.1 -0.9 -0.2
H -1.601 0.418 2.587 0.0 -0.4 0.3
H -1.560 2.013 1.895 0.4 -0.1 0.2
H -1.225 0.972 -0.372 0.1 0.3 -0.6
H -0.859 -0.522 0.386 0.2 -0.1 0.2
H 0.760 1.024 1.879 0.2 0.1 0.0
H 0.622 2.155 0.540 0.1 0.3 0.1
H 0.667 -1.080 -0.578 0.3 -0.3 0.0
H 2.365 -1.220 -0.906 0.1 0.1 -0.1
O -0.129 -2.852 -2.787 -0.1 0.2 -0.2
H -0.340 -1.993 -3.173 0.0 0.0 0.1
H -0.190 -3.446 -3.541 0.0 -0.2 0.1
```
Forces are in eV/Å.

Atomic partial charges in e from the natural (NBO) method, atoms 1 to 6: atom 1 (C): -0.607, atom 2 (C): -0.403, atom 3 (C): -0.502, atom 4 (C): 0.674, atom 5 (N): -0.828, atom 6 (O): -0.619

***

[6]
Computed, not measured: C20H43FeN2P3S as an isolated structure at a distorted geometry, with the ωB97M-V functional and the def2-TZVPD basis.

Properties
Multiplicity: 6
HOMO energy (spin up / spin down) in eV: -16.881 / -17.254
LUMO energy (spin up / spin down) in eV: -9.676 / -12.161
Expectation value of S²: 8.848
Calculated total energy in eV: -97475.12861
Total charge: +3
Strongest force on any atom in eV Å⁻¹: 3.87

Structure (XYZ):
```
70
Properties=species:S:1:pos:R:3:forces:R:3
Fe 0.740 -0.621 -1.095 -0.9 2.5 2.9
P -0.944 1.482 -1.098 -1.0 -0.2 -0.5
P -0.302 -2.458 -0.960 -0.9 -1.8 0.1
P 1.499 -0.133 -3.056 -0.7 0.9 -1.4
H 1.531 0.986 3.342 0.2 0.1 -0.5
C 2.124 1.206 2.446 0.2 -0.7 0.4
C 1.856 2.150 1.571 -0.3 0.2 -1.5
H 0.917 2.712 1.457 0.8 0.0 0.7
C -1.751 2.410 0.275 0.2 -0.1 0.2
C -2.482 0.656 -1.757 0.5 0.1 0.0
C -0.678 2.852 -2.295 0.1 0.0 0.1
C 0.928 -3.460 -0.060 -0.1 -0.1 -0.2
C -1.842 -2.702 -0.094 -0.1 -0.3 0.1
C -0.554 -3.190 -2.591 0.0 -0.2 0.1
C 2.402 1.417 -3.233 0.6 0.0 -0.1
C 0.088 -0.012 -4.214 0.0 -0.3 0.6
C 2.389 -1.566 -3.653 0.8 -0.3 0.2
H 2.971 0.532 2.244 -0.1 0.5 0.5
H 2.544 2.275 0.719 -0.4 0.1 0.4
H -1.029 2.755 1.022 -0.3 -0.1 -0.1
H -2.525 1.785 0.748 0.4 0.2 -0.1
H -2.249 3.279 -0.181 0.2 -0.3 0.2
H -2.888 -0.011 -0.970 0.1 0.4 -0.5
H -2.226 0.076 -2.657 -0.3 0.1 0.3
H -3.214 1.438 -2.020 0.2 -0.4 0.1
H 0.283 3.345 -2.060 -0.5 0.0 -0.2
H -1.521 3.550 -2.169 0.5 -0.1 -0.2
H -0.674 2.492 -3.333 0.1 0.4 0.4
H 0.599 -4.490 -0.238 0.4 -0.1 0.3
H 0.862 -3.205 1.008 0.1 -0.2 -0.3
H 1.962 -3.297 -0.414 -0.6 -0.3 0.1
H -2.260 -3.588 -0.566 -0.5 -0.1 0.3
H -2.510 -1.850 -0.207 0.0 -0.2 0.1
H -1.626 -2.909 0.957 -0.2 0.1 -0.1
H -0.958 -4.175 -2.334 0.0 -0.1 -0.7
H 0.384 -3.274 -3.158 -0.5 -0.1 0.2
H -1.293 -2.597 -3.153 0.2 -0.4 0.2
H 3.442 1.108 -3.443 -0.3 0.6 -0.2
H 2.395 2.053 -2.332 -0.1 -0.4 -0.4
H 1.936 1.967 -4.062 0.5 0.0 0.1
H 0.565 -0.010 -5.206 -0.5 0.1 0.1
H -0.480 0.905 -3.983 0.3 -0.7 -0.6
H -0.556 -0.905 -4.069 0.4 0.6 -0.4
H 3.452 -1.284 -3.756 -0.4 -0.4 -0.2
H 1.915 -1.837 -4.598 0.4 -0.2 -0.1
H 2.310 -2.405 -2.939 0.2 0.4 -0.4
C 4.920 -0.348 -0.511 -0.2 1.2 0.3
C 6.033 -1.168 -0.800 0.4 -1.3 -0.2
C 7.324 -0.675 -0.904 -0.5 -0.5 -0.2
C 7.583 0.694 -0.758 -0.8 0.2 0.3
C 6.515 1.532 -0.383 -1.5 -0.4 0.1
C 5.206 1.016 -0.259 1.4 1.4 -0.3
S 3.300 -0.917 -0.354 0.9 -0.4 -0.1
H 1.697 0.460 -0.811 1.2 1.4 0.5
H 5.822 -2.221 -0.963 0.3 0.0 0.0
H 8.148 -1.345 -1.127 -0.2 0.0 0.0
H 8.572 1.107 -0.914 0.0 -0.1 0.1
H 6.699 2.585 -0.191 -0.1 -0.1 0.0
H 4.392 1.667 0.028 0.1 0.1 0.0
C -3.163 -0.920 2.989 0.1 -0.2 -0.3
N -1.824 -0.258 3.026 -0.5 0.1 0.5
C -1.486 0.513 4.269 0.4 0.4 -0.2
C -1.004 -0.273 2.012 0.6 -0.1 -0.2
N -0.214 -0.277 1.141 -0.6 -0.6 0.1
H -3.620 -0.822 3.984 0.3 -0.1 -0.5
H -3.054 -1.993 2.755 -0.1 0.5 0.1
H -3.826 -0.435 2.260 0.2 -0.1 0.2
H -0.514 0.149 4.662 -0.7 0.3 -0.1
H -1.419 1.601 4.014 -0.1 -0.9 0.4
H -2.306 0.342 5.005 0.8 0.2 -0.6
```
Forces are in eV/Å.

Atomic partial charges in e from the natural (NBO) method, atoms 1 to 6: atom 1 (Fe): 0.767, atom 2 (P): 0.910, atom 3 (P): 0.894, atom 4 (P): 1.028, atom 5 (H): 0.209, atom 6 (C): -0.352

***

[7]
Computed, not measured: ClO4Rb2 as an isolated structure at a distorted geometry, with the ωB97M-V functional and the def2-TZVPD basis.

Properties
Multiplicity: 1
HOMO energy in eV: -12.098
LUMO energy in eV: -3.253
Energy relative to the best compared isomer or geometry (same formula, charge and spin) in kcal per mole: 1.4
Calculated total energy in eV: -22011.41776
Total charge: +1
Strongest force on any atom in eV Å⁻¹: 3.42

Structure (XYZ):
```
7
Properties=species:S:1:pos:R:3:forces:R:3
Rb 3.894 -1.082 -0.764 -0.5 0.1 0.1
Rb -2.757 2.715 1.389 0.3 -0.4 -0.2
Cl -0.216 -0.336 -0.138 -2.7 -1.8 1.2
O 1.195 -0.242 -0.042 2.7 -0.7 -0.5
O -0.703 -0.188 -1.444 0.2 1.1 -2.1
O -0.738 -1.618 0.307 1.1 1.0 0.7
O -0.675 0.752 0.693 -1.2 0.8 0.8
```
Forces are in eV/Å.

Atomic partial charges in e from the natural (NBO) method, atoms 1 to 6: atom 1 (Rb): 0.998, atom 2 (Rb): 0.998, atom 3 (Cl): 2.591, atom 4 (O): -0.944, atom 5 (O): -0.846, atom 6 (O): -0.836

***

[8]
Computed, not measured: an isolated molecule of C17H25N3O, with the ωB97M-V functional and the def2-TZVPD basis.

Properties
Multiplicity: 1
HOMO energy in eV: -8.295
LUMO energy in eV: 0.810
Energy relative to the best compared isomer or geometry (same formula, charge and spin) in kcal per mole: 1.4
Calculated total energy in eV: -24554.32964
SMILES: CCCCn1c(CCNC(=O)CCC)nc2ccccc21
Total charge: 0
Strongest force on any atom in eV Å⁻¹: 0.73

Structure (XYZ):
```
46
Properties=species:S:1:pos:R:3:forces:R:3
C -5.464 -0.414 -0.139 0.2 -0.1 -0.1
C -4.003 -0.839 -0.062 -0.1 0.2 0.2
C -3.310 -0.249 1.165 0.2 -0.3 -0.3
C -1.826 -0.625 1.234 -0.4 0.1 0.4
N -1.077 -0.037 0.158 0.1 0.1 -0.3
C -0.579 -0.629 -0.967 -0.1 0.0 -0.3
C -0.629 -2.091 -1.248 0.1 0.0 0.2
C 0.531 -2.785 -0.501 -0.1 -0.1 0.1
N 1.760 -2.043 -0.647 0.0 -0.4 -0.3
C 2.082 -1.079 0.259 0.4 0.1 -0.3
O 1.537 -1.002 1.342 -0.2 0.1 0.3
C 3.223 -0.173 -0.151 0.0 -0.1 0.3
C 4.448 -0.437 0.728 0.0 0.1 -0.1
C 5.589 0.518 0.403 -0.1 -0.2 0.1
N 0.070 0.196 -1.743 0.1 -0.3 -0.5
C 0.015 1.415 -1.120 -0.4 0.0 0.6
C 0.553 2.643 -1.489 0.0 -0.1 0.0
C 0.358 3.708 -0.636 0.1 0.2 -0.1
C -0.350 3.568 0.560 -0.1 0.1 0.1
C -0.893 2.358 0.943 -0.1 -0.1 0.2
C -0.705 1.283 0.090 0.3 0.4 -0.5
H -6.004 -0.741 0.747 -0.1 0.0 0.1
H -5.942 -0.848 -1.013 -0.1 0.0 -0.1
H -5.542 0.669 -0.208 -0.1 0.1 0.0
H -3.483 -0.510 -0.965 0.0 -0.1 0.0
H -3.947 -1.930 -0.020 0.1 0.0 0.0
H -3.403 0.839 1.139 0.0 0.0 0.1
H -3.802 -0.608 2.071 0.0 0.0 0.1
H -1.713 -1.710 1.195 0.1 0.1 0.0
H -1.391 -0.275 2.175 0.0 -0.1 -0.1
H -0.496 -2.218 -2.324 -0.1 0.0 0.0
H -1.581 -2.532 -0.954 0.0 -0.1 -0.1
H 0.324 -2.824 0.571 0.0 -0.1 -0.2
H 0.670 -3.801 -0.881 -0.1 0.1 0.1
H 2.094 -1.928 -1.592 0.0 0.1 0.1
H 3.472 -0.310 -1.204 0.0 0.0 -0.1
H 2.891 0.858 -0.005 0.0 0.0 -0.1
H 4.779 -1.468 0.581 0.0 0.0 0.1
H 4.156 -0.326 1.773 0.0 -0.1 0.0
H 5.279 1.548 0.562 0.0 0.1 0.0
H 5.895 0.409 -0.635 0.1 0.0 -0.1
H 6.448 0.314 1.038 0.1 0.0 0.0
H 1.105 2.745 -2.410 0.1 0.0 -0.1
H 0.764 4.676 -0.891 0.0 0.1 0.0
H -0.472 4.429 1.201 0.0 0.1 0.1
H -1.429 2.258 1.875 -0.1 0.0 0.1
```
Forces are in eV/Å.

Atomic partial charges in e from the natural (NBO) method, atoms 1 to 6: atom 1 (C): -0.599, atom 2 (C): -0.398, atom 3 (C): -0.403, atom 4 (C): -0.201, atom 5 (N): -0.366, atom 6 (C): 0.426